45
Properties=species:S:1:pos:R:3:mulliken_charge:R:1 method="wB97M-V/def2-TZVPD" gap_ev=9.37 smiles="CCCCOCCCNC(=O)c1ccc(OCC)cc1" fmax_ev_per_a=0.5 spin_multiplicity=1 de_lowest_ev=1.3285 e_homo_ev=-8.61
C -7.005 0.084 -1.062 -1.115
C -6.475 -1.279 -0.630 -0.445
C -4.950 -1.361 -0.627 -0.561
C -4.304 -0.471 0.430 -0.325
O -2.917 -0.745 0.448 -0.352
C -2.202 -0.089 1.468 -0.573
C -1.996 1.412 1.227 -0.624
H -2.951 1.934 1.291 0.327
H -1.344 1.803 2.010 0.409
C -1.371 1.692 -0.144 -0.838
N -0.024 1.187 -0.244 -0.174
C 1.059 1.983 -0.070 0.328
O 0.965 3.185 0.095 -0.671
C 2.377 1.289 -0.128 0.517
C 3.481 2.022 -0.564 -0.682
C 4.730 1.451 -0.620 -0.442
C 4.920 0.125 -0.220 0.768
C 3.827 -0.606 0.236 -0.507
C 2.571 -0.025 0.277 -0.672
H 1.748 -0.612 0.663 0.303
H 3.941 -1.626 0.568 0.396
O 6.189 -0.341 -0.307 -0.394
C 6.472 -1.665 0.104 -0.259
C 7.963 -1.896 -0.084 -1.425
H 8.223 -2.906 0.222 0.418
H 8.231 -1.759 -1.128 0.325
H 8.526 -1.185 0.514 0.328
H 5.897 -2.379 -0.503 0.360
H 6.197 -1.799 1.160 0.361
H 5.587 2.009 -0.964 0.422
H 3.330 3.050 -0.856 0.425
H 0.092 0.199 -0.393 0.287
H -1.315 2.772 -0.304 0.388
H -1.981 1.233 -0.926 0.396
H -1.233 -0.595 1.503 0.364
H -2.702 -0.238 2.438 0.345
H -4.737 -0.684 1.420 0.271
H -4.483 0.587 0.198 0.220
H -4.560 -1.081 -1.607 0.241
H -4.640 -2.389 -0.430 0.280
H -6.858 -2.039 -1.315 0.318
H -6.852 -1.515 0.368 0.316
H -6.733 0.855 -0.346 0.302
H -8.089 0.059 -1.137 0.354
H -6.601 0.357 -2.034 0.291

40
Properties=species:S:1:pos:R:3:mulliken_charge:R:1 method="wB97M-V/def2-TZVPD" gap_ev=8.28 fmax_ev_per_a=1.0 spin_multiplicity=1 de_lowest_ev=2.0429 e_homo_ev=-8.12
C 1.101 2.759 0.868 -0.779
C 2.376 2.190 1.473 -0.388
H 2.281 2.078 2.555 0.351
H 3.226 2.840 1.239 0.354
O 2.653 0.875 0.995 -0.289
C 3.318 0.771 -0.162 0.047
O 3.679 1.708 -0.827 -0.570
C 3.620 -0.661 -0.454 0.793
C 2.744 -1.681 -0.316 -0.705
C 1.338 -1.574 -0.052 1.284
C 0.407 -0.699 -0.592 0.269
N -0.804 -0.987 -0.034 0.778
C -0.673 -2.022 0.861 1.130
C 0.629 -2.424 0.845 -1.477
H 1.063 -3.207 1.434 0.500
C -1.835 -2.546 1.628 -1.509
H -2.146 -1.846 2.404 0.252
H -1.562 -3.484 2.103 0.396
H -2.687 -2.716 0.970 0.306
C -2.017 -0.322 -0.324 -1.086
C -2.581 0.523 0.624 0.240
C -3.770 1.174 0.345 -0.907
C -4.396 0.985 -0.876 -0.381
C -3.834 0.142 -1.819 -0.731
C -2.646 -0.514 -1.547 -0.004
H -2.207 -1.182 -2.273 0.492
H -4.322 -0.009 -2.770 0.398
H -5.323 1.494 -1.091 0.413
H -4.206 1.831 1.082 0.395
H -2.083 0.669 1.571 0.525
C 0.520 0.283 -1.704 -1.637
H -0.075 1.172 -1.496 0.284
H 0.150 -0.153 -2.634 0.410
H 1.552 0.576 -1.864 0.348
H 3.130 -2.691 -0.402 0.463
C 4.957 -0.917 -0.818 -0.146
N 6.046 -1.138 -1.106 -0.535
H 0.870 3.710 1.339 0.462
H 1.235 2.919 -0.199 0.258
H 0.272 2.073 1.026 -0.003

59
Properties=species:S:1:pos:R:3:mulliken_charge:R:1 method="wB97M-V/def2-TZVPD" gap_ev="3.35 / 3.36" fmax_ev_per_a=2.9 spin_multiplicity=2 total_charge=+3 e_homo_ev="-14.85 / -14.89"
V -0.282 -0.030 0.911 0.229
C -0.911 -3.197 4.258 -0.427
C 0.210 -2.373 4.165 -0.915
C 0.114 -1.161 3.510 0.404
C -1.122 -0.774 2.934 -0.098
C -2.244 -1.619 3.022 -0.546
C -2.130 -2.820 3.691 -0.811
N -1.150 0.491 2.336 1.011
C -1.350 1.748 2.822 -0.060
C -1.979 2.199 3.976 -0.890
C -1.943 3.560 4.231 -0.659
C -1.303 4.465 3.368 -0.580
C -0.673 4.032 2.218 -0.815
C -0.689 2.665 1.954 0.977
N -0.006 1.955 0.982 1.082
N 0.855 2.505 0.244 -1.033
C 1.514 1.574 -0.525 0.311
C 2.635 1.863 -1.287 -0.729
C 3.270 0.808 -1.929 -0.234
C 2.769 -0.490 -1.803 -0.814
C 1.648 -0.704 -1.028 0.171
N 1.030 0.308 -0.393 0.091
H -0.838 -4.134 4.795 0.470
H 1.142 -2.674 4.625 0.480
H 0.947 -0.462 3.506 0.543
H -3.191 -1.291 2.609 0.591
H -2.992 -3.466 3.789 0.482
H -2.485 1.517 4.646 0.560
H -2.421 3.939 5.125 0.470
H -1.284 5.516 3.623 0.459
H -0.177 4.722 1.548 0.536
H 3.002 2.879 -1.336 0.565
H 4.161 0.981 -2.519 0.468
H 3.239 -1.317 -2.317 0.462
H 1.230 -1.702 -0.914 0.457
N -7.015 1.082 -0.672 -0.028
C -8.272 0.552 -0.587 0.712
C -9.539 1.119 -0.524 -0.932
C -10.605 0.251 -0.415 -0.424
C -10.428 -1.146 -0.312 -0.509
C -9.180 -1.713 -0.350 -0.784
C -8.074 -0.855 -0.480 0.716
N -6.752 -1.132 -0.497 -0.513
C -6.132 0.029 -0.623 -0.284
C -4.703 0.093 -0.617 0.991
C -3.946 1.279 -0.694 -0.832
C -2.589 1.231 -0.494 -0.278
N -1.925 0.080 -0.238 0.165
C -2.628 -1.078 -0.320 -0.479
C -3.980 -1.115 -0.505 -0.644
H -6.814 2.058 -0.797 0.205
H -9.697 2.190 -0.514 0.387
H -11.609 0.654 -0.407 0.416
H -11.297 -1.778 -0.199 0.406
H -9.035 -2.784 -0.308 0.445
H -4.405 2.235 -0.898 0.443
H -2.003 2.137 -0.551 0.520
H -2.071 -2.007 -0.222 0.491
H -4.513 -2.054 -0.556 0.604